Molecular formula: H3INP
Method: DFT, wB97M-V/def2-TZVPD

Computed properties:
**Kohn-Sham gap**: 8.184 eV
**Energy relative to the best compared isomer or geometry (same formula, charge and spin)**: 225.3 kJ/mol
**E_HOMO**: -8.8 eV
**Max |F|**: 5.3 eV/A

```
6
Properties=species:S:1:pos:R:3:forces:R:3:nbo_charge:R:1
N 0.5102 0.4776 -0.0589 1.29 3.53 3.72 -1.067
P -0.8805 -0.5428 0.2037 0.61 -1.34 0.10 0.511
I 2.3681 -0.4943 0.3375 -0.99 0.32 -0.14 0.256
H 0.4858 1.3128 0.8683 0.08 -3.25 -3.57 0.392
H -1.7490 0.4045 -0.2708 -0.76 0.77 -0.40 -0.048
H -0.7345 -1.1579 -1.0799 -0.22 -0.03 0.28 -0.043
```
Forces are in eV/Å.